Entry from the Open Molecules 2025 dataset: a 2-piece molecular cluster, ClHNP overall in a non-equilibrium geometry (ωB97M-V/def2-TZVPD).

**Total charge**: 0
**ΔE to the lowest compared entry with this formula, charge and spin**: 177.2 kcal per mole
**E**: -856.605343 a.u.
**LUMO**: -3.12 eV

Element x y z (Å)
1 N -0.180 0.890 0.027
2 P -0.605 0.812 2.981
3 Cl -1.012 2.700 2.763
4 H -0.470 1.924 -0.236

Entry from the Open Molecules 2025 dataset: a single ClHO3S molecule in a non-equilibrium geometry (ωB97M-V/def2-TZVPD).

**Total charge**: 0
**ΔE to the lowest compared entry with this formula, charge and spin**: 6.8 kcal per mole
**E**: -1084.652635 a.u.
**LUMO**: 0.06 eV

Element x y z (Å)
1 O 2.055 0.994 -0.958
2 O 3.155 -1.124 -0.399
3 O 2.554 0.529 1.312
4 S 2.579 0.086 -0.021
5 Cl 0.315 -0.915 0.040
6 H -0.264 0.253 0.044

Entry from the Open Molecules 2025 dataset: ClInO20P5Y5 as an isolated structure in a non-equilibrium geometry (ωB97M-V/def2-TZVPD).

**Total charge**: +2
**E**: -4053.860016 a.u.
**LUMO**: -10.22 eV

Element x y z (Å)
1 In -2.636 2.379 2.357
2 Y 1.252 1.472 -1.676
3 Y 0.808 0.045 1.909
4 Y -3.570 -2.517 0.172
5 Y -0.550 -2.473 -1.770
6 Y -1.410 1.033 -4.252
7 P -1.221 0.209 -0.673
8 O -1.017 0.922 0.635
9 O -2.315 -0.875 -0.768
10 O 0.208 -0.563 -0.726
11 O -1.083 1.268 -1.856
12 P 0.464 -1.151 -4.043
13 O 1.035 -2.424 -3.384
14 O 0.595 0.313 -3.479
15 O -0.969 -1.259 -3.532
16 O 0.691 -1.405 -5.470
17 P 2.956 2.402 0.489
18 O 3.020 3.537 1.481
19 O 1.695 1.390 0.388
20 O 4.190 1.919 -0.128
21 O 2.171 3.271 -0.633
22 P 0.248 1.839 4.031
23 O -0.645 3.074 4.147
24 O 1.345 1.886 2.936
25 O -0.639 0.710 3.401
26 O 0.638 1.577 5.461
27 P -0.158 -3.427 0.962
28 O -1.531 -3.151 0.226
29 O 0.147 -4.485 1.902
30 O 0.188 -2.046 1.552
31 O 0.806 -3.486 -0.302
32 Cl -4.714 0.014 0.641